Record 1
The following is a quantum chemistry calculation of a molecular structure, C43H39N2OPS4W, from the OMol25 dataset.

HOMO-LUMO gap ... 5.9 eV
Net charge ... +4

Structure (XYZ):
```
91
Properties=species:S:1:pos:R:3:lowdin_charge:R:1
W 0.063 -0.832 0.222 1.109
S 0.741 -2.964 -0.362 0.768
C -0.087 -3.413 -1.856 -0.592
C 0.446 -4.421 -2.648 -0.050
C -0.255 -4.831 -3.778 0.001
C -1.462 -4.237 -4.116 0.003
C -1.998 -3.219 -3.331 -0.041
C -1.313 -2.824 -2.201 -0.509
S -1.971 -1.591 -1.107 0.952
C -2.552 -2.663 0.247 -0.307
C -2.547 -1.890 1.531 -0.302
C -3.503 -2.190 2.472 0.038
C -3.486 -1.536 3.693 0.054
C -2.515 -0.572 3.893 0.027
C -1.579 -0.285 2.915 -0.249
C -0.588 0.794 3.326 -0.360
S 0.289 1.846 2.155 1.084
C 1.208 0.678 1.132 -0.756
C 3.378 1.659 1.358 -0.144
C 4.800 1.429 1.082 0.087
C 5.190 1.005 -0.260 0.076
C 4.247 0.654 -1.150 0.002
C 2.846 0.569 -0.776 -0.479
S 1.871 -0.494 -1.551 0.940
N -1.566 -0.956 1.729 -0.003
H 1.391 -4.884 -2.391 0.129
H 0.149 -5.622 -4.397 0.139
H -1.998 -4.570 -4.996 0.138
H -2.938 -2.751 -3.597 0.134
H -1.898 -3.534 0.313 0.098
H -3.558 -2.999 0.005 0.120
H -4.252 -2.938 2.245 0.148
H -4.216 -1.759 4.460 0.149
H -2.486 -0.018 4.823 0.147
H 0.096 0.380 4.066 0.086
H -1.170 1.537 3.874 0.102
H 3.124 2.306 2.191 0.175
H 5.536 1.778 1.796 0.188
H 6.243 0.984 -0.512 0.154
H 4.523 0.322 -2.145 0.147
C 3.527 -2.839 1.646 -0.045
C 2.569 -2.529 2.797 -0.364
C 1.357 -3.450 2.953 -0.053
C 2.138 -1.052 2.819 -0.208
C 3.349 -0.123 3.091 0.032
O 3.812 0.332 1.766 -0.044
C 2.297 1.418 0.339 -0.394
N 1.381 -0.617 1.599 -0.120
C 1.753 2.669 -0.342 -0.196
C 2.575 3.788 -0.419 0.017
C 2.186 4.919 -1.123 0.006
C 0.973 4.923 -1.788 0.004
C 0.147 3.808 -1.719 -0.042
C 0.510 2.675 -0.991 -0.283
P -0.765 1.365 -0.951 1.016
C -1.306 1.127 -2.668 -0.383
C -2.427 1.843 -3.109 -0.075
C -2.826 1.779 -4.434 -0.017
C -2.118 1.001 -5.342 -0.014
C -1.011 0.282 -4.915 -0.040
C -0.607 0.343 -3.590 -0.128
C -2.208 2.058 -0.097 -0.390
C -3.411 1.341 -0.129 -0.127
C -4.545 1.856 0.479 -0.038
C -4.497 3.091 1.112 -0.020
C -3.313 3.817 1.128 -0.027
C -2.171 3.304 0.532 -0.101
H 3.737 -3.907 1.608 0.106
H 4.487 -2.336 1.784 0.089
H 3.137 -2.541 0.672 0.021
H 3.146 -2.650 3.719 0.154
H 0.563 -3.237 2.240 0.006
H 0.940 -3.358 3.957 0.098
H 1.654 -4.490 2.821 0.105
H 1.463 -0.939 3.669 0.142
H 4.164 -0.672 3.554 0.159
H 3.093 0.748 3.692 0.150
H 3.544 3.796 0.070 0.132
H 2.837 5.782 -1.159 0.138
H 0.663 5.787 -2.361 0.138
H -0.802 3.835 -2.239 0.121
H -2.999 2.452 -2.421 0.112
H -3.691 2.342 -4.759 0.131
H -2.428 0.959 -6.378 0.132
H -0.450 -0.321 -5.618 0.126
H 0.266 -0.231 -3.311 0.025
H -3.487 0.413 -0.678 0.062
H -5.477 1.307 0.430 0.125
H -5.389 3.499 1.570 0.131
H -3.282 4.794 1.594 0.129
H -1.262 3.889 0.543 0.099
```


Record 2
The following is a quantum chemistry calculation of a molecular structure, C43H39N7O3PSTa in a non-equilibrium geometry, from the OMol25 dataset.

ΔE to the lowest compared entry with this formula, charge and spin ... 126.5 kJ/mol
HOMO-LUMO gap ... 7.8 eV
Net charge ... +2

Structure (XYZ):
```
95
Properties=species:S:1:pos:R:3:lowdin_charge:R:1
Ta -0.304 -0.856 0.033 1.786
O 0.433 -2.555 0.284 -0.253
C 0.821 -3.679 -0.334 -0.262
C 1.786 -4.505 0.233 0.021
C 2.144 -5.689 -0.384 -0.026
C 1.538 -6.081 -1.575 -0.045
C 0.601 -5.258 -2.155 -0.008
C 0.231 -4.045 -1.559 -0.131
C -0.768 -3.230 -2.200 -0.034
N -1.154 -2.074 -1.813 -0.070
C -2.217 -1.377 -2.510 -0.182
C -3.396 -1.256 -1.546 -0.171
N -2.889 -1.059 -0.191 -0.027
C -3.711 -1.210 0.778 -0.048
C -3.375 -1.197 2.184 -0.134
C -4.393 -1.300 3.138 -0.011
C -4.100 -1.372 4.483 -0.049
C -2.769 -1.358 4.896 -0.035
C -1.747 -1.253 3.972 0.007
C -2.039 -1.169 2.615 -0.287
O -1.075 -1.074 1.701 -0.292
H 2.252 -4.196 1.158 0.104
H 2.902 -6.315 0.067 0.123
H 1.807 -7.021 -2.034 0.120
H 0.136 -5.542 -3.092 0.126
H -1.212 -3.659 -3.101 0.149
H -2.527 -1.890 -3.422 0.133
H -1.851 -0.385 -2.777 0.094
H -3.993 -2.171 -1.586 0.132
H -4.037 -0.424 -1.848 0.127
H -4.766 -1.406 0.558 0.149
H -5.422 -1.321 2.799 0.124
H -4.894 -1.455 5.213 0.118
H -2.529 -1.448 5.947 0.121
H -0.711 -1.244 4.288 0.122
N 1.374 1.312 2.692 -0.088
P 1.777 0.257 1.407 1.017
C 2.857 -0.890 2.309 -0.339
C 2.322 -2.082 2.796 -0.115
C 3.089 -2.905 3.607 -0.065
C 4.386 -2.539 3.937 -0.046
C 4.921 -1.353 3.454 -0.047
C 4.163 -0.526 2.640 -0.076
C 2.881 1.282 0.405 -0.369
C 3.887 0.691 -0.361 -0.124
C 4.704 1.476 -1.159 -0.065
C 4.508 2.850 -1.213 -0.041
C 3.506 3.441 -0.455 -0.060
C 2.696 2.661 0.356 -0.098
C 0.125 1.798 3.072 -0.382
C -0.069 2.229 4.389 -0.003
C -1.301 2.731 4.747 -0.041
C -2.310 2.790 3.792 -0.051
C -2.017 2.360 2.517 -0.148
N -0.819 1.884 2.143 0.082
H 2.057 1.326 3.436 0.114
H 1.303 -2.352 2.549 0.082
H 2.672 -3.826 3.992 0.117
H 4.983 -3.181 4.571 0.118
H 5.931 -1.067 3.715 0.119
H 4.586 0.397 2.264 0.113
H 4.048 -0.381 -0.315 0.119
H 5.494 1.020 -1.741 0.101
H 5.144 3.460 -1.841 0.119
H 3.359 4.513 -0.486 0.114
H 1.942 3.123 0.980 0.095
H 0.742 2.172 5.103 0.120
H -1.477 3.067 5.760 0.122
H -3.292 3.169 4.036 0.113
H -2.768 2.395 1.736 0.093
C -2.772 3.687 -6.780 -0.027
C -2.527 3.216 -5.380 -0.239
C -3.578 3.131 -4.466 -0.014
C -3.344 2.764 -3.153 -0.079
C -2.049 2.474 -2.741 -0.422
C -0.990 2.518 -3.639 -0.060
C -1.239 2.884 -4.948 -0.007
S -1.838 2.185 -0.998 1.040
C -0.674 3.524 -0.668 -0.185
O -0.969 0.921 -0.881 -0.698
H -3.737 3.343 -7.149 0.090
H -1.987 3.359 -7.457 0.087
H -2.788 4.779 -6.792 0.101
H -4.586 3.358 -4.786 0.128
H -4.164 2.718 -2.445 0.113
H 0.016 2.260 -3.328 0.119
H -0.421 2.924 -5.657 0.127
H 0.291 3.234 -1.079 0.056
H -0.609 3.664 0.407 0.038
H -1.050 4.427 -1.145 0.083
N 1.060 -0.541 -1.428 -0.051
C 1.936 -0.479 -2.236 -0.270
N 2.735 -0.353 -3.148 0.156
C 4.000 -0.545 -3.435 -0.340
N 5.108 -0.683 -3.726 0.165
```


Record 3
The following is a quantum chemistry calculation of a molecular structure, C43H40BrGeN6O2PZn, from the OMol25 dataset.

ΔE to the lowest compared entry with this formula, charge and spin ... 0.0 kJ/mol
HOMO-LUMO gap ... 7.9 eV

Structure (XYZ):
```
95
Properties=species:S:1:pos:R:3:lowdin_charge:R:1
Zn 0.609 -2.309 1.112 0.642
C -3.377 -3.358 4.953 -0.026
N -2.202 -3.510 4.115 -0.119
C -1.113 -4.271 4.439 -0.041
C -0.195 -4.059 3.459 -0.087
N -0.701 -3.172 2.550 0.026
C -1.912 -2.852 2.969 -0.459
P -3.010 -1.565 2.299 1.173
C -2.173 -0.196 3.166 -0.493
N -1.458 -0.366 4.256 0.096
C -1.097 0.892 4.653 -0.130
C -1.619 1.822 3.800 -0.067
N -2.314 1.118 2.848 -0.122
C -3.056 1.668 1.733 -0.012
C -2.343 -1.359 0.620 -0.474
N -1.092 -1.094 0.275 0.049
C -1.092 -0.890 -1.076 -0.107
C -2.361 -1.019 -1.554 -0.039
N -3.151 -1.315 -0.478 -0.119
C -4.575 -1.594 -0.555 -0.026
H -3.837 -4.329 5.129 0.094
H -4.096 -2.711 4.456 0.055
H -3.095 -2.900 5.900 0.099
H -1.086 -4.874 5.329 0.125
H 0.798 -4.464 3.358 0.118
H -0.441 1.059 5.489 0.106
H -1.525 2.893 3.749 0.120
H -2.862 2.735 1.671 0.079
H -4.128 1.502 1.858 0.096
H -2.721 1.223 0.796 0.073
H -0.188 -0.692 -1.627 0.099
H -2.762 -0.943 -2.550 0.129
H -5.028 -0.925 -1.283 0.094
H -5.034 -1.427 0.416 0.056
H -4.744 -2.627 -0.856 0.096
Br 3.603 -2.359 0.026 0.853
C 2.916 -3.162 -1.547 -0.611
C 3.775 -3.274 -2.602 -0.152
C 3.359 -3.908 -3.789 -0.096
C 2.103 -4.430 -3.867 -0.049
C 1.205 -4.331 -2.775 -0.171
C -0.075 -4.931 -2.873 -0.050
C -0.940 -4.867 -1.824 -0.089
C -0.575 -4.156 -0.661 -0.159
C 0.639 -3.527 -0.496 -0.168
C 1.576 -3.657 -1.574 -0.221
H 4.780 -2.886 -2.515 0.096
H 4.047 -3.990 -4.621 0.104
H 1.772 -4.943 -4.761 0.109
H -0.337 -5.449 -3.787 0.107
H -1.911 -5.346 -1.884 0.097
H -1.315 -4.090 0.135 0.071
O 1.975 0.161 3.963 0.034
C 1.594 -0.166 2.852 -0.646
O 1.670 -1.378 2.388 -0.183
C 1.063 0.899 1.890 -0.181
C 1.725 0.820 0.518 -0.279
Ge 1.373 2.282 -0.725 1.026
C 2.773 3.621 -0.488 -0.270
C 3.433 3.725 0.736 -0.104
C 4.410 4.691 0.938 -0.085
C 4.742 5.566 -0.086 -0.094
C 4.098 5.470 -1.312 -0.090
C 3.120 4.505 -1.508 -0.101
C -0.343 3.208 -0.501 -0.251
C -0.442 4.279 0.389 -0.101
C -1.606 5.031 0.481 -0.097
C -2.692 4.732 -0.330 -0.105
C -2.619 3.659 -1.208 -0.097
C -1.457 2.900 -1.282 -0.128
C 1.399 1.560 -2.545 -0.268
C 0.845 2.254 -3.622 -0.124
C 0.824 1.701 -4.896 -0.088
C 1.351 0.435 -5.112 -0.086
C 1.917 -0.266 -4.056 -0.068
C 1.948 0.299 -2.789 -0.111
H 1.233 1.866 2.365 0.104
H -0.019 0.776 1.786 0.079
H 1.469 -0.118 0.025 0.005
H 2.814 0.794 0.631 0.079
H 3.198 3.040 1.544 0.096
H 4.916 4.756 1.894 0.103
H 5.506 6.318 0.068 0.100
H 4.361 6.146 -2.116 0.100
H 2.633 4.436 -2.475 0.094
H 0.412 4.551 1.001 0.101
H -1.656 5.867 1.168 0.103
H -3.588 5.337 -0.282 0.101
H -3.465 3.419 -1.842 0.101
H -1.409 2.073 -1.981 0.087
H 0.413 3.237 -3.470 0.099
H 0.388 2.255 -5.718 0.100
H 1.324 -0.004 -6.102 0.101
H 2.328 -1.256 -4.213 0.091
H 2.399 -0.267 -1.980 0.076
```


Record 4
The following is a quantum chemistry calculation of 7 unconnected molecules or ions with the total composition C43H40Cl2F53N4O7S2 in a non-equilibrium geometry, from the OMol25 dataset.

HOMO-LUMO gap ... 7.8 eV
Net charge ... +1

Structure (XYZ):
```
151
Properties=species:S:1:pos:R:3:lowdin_charge:R:1
C -0.599 -5.088 -3.036 0.202
C -1.423 -4.775 -2.253 -0.155
N -2.255 -4.442 -1.232 0.042
C -3.336 -5.355 -0.926 -0.678
Cl -4.925 -4.763 -1.174 0.800
C -3.097 -6.583 -0.469 -0.707
C -4.133 -7.579 -0.104 -0.096
Cl -1.485 -7.118 -0.263 0.818
C -2.070 -3.318 -0.565 -0.245
N -1.006 -2.539 -0.972 0.120
C -1.310 -1.120 -1.153 -0.600
S -0.298 -0.125 0.039 0.908
C -0.765 -0.729 -2.580 -0.449
F 0.364 -1.433 -2.809 0.124
F -0.447 0.588 -2.625 0.075
C -1.735 -0.992 -3.749 -0.506
F -2.324 -2.201 -3.630 0.158
F -1.038 -0.973 -4.908 0.172
F -2.675 -0.026 -3.809 0.152
C -2.806 -0.856 -0.936 -0.528
S -3.068 0.941 -0.815 0.876
C -3.331 -1.546 0.373 -0.353
O -2.976 -0.864 1.520 -0.033
N -2.913 -2.974 0.432 0.036
C -2.445 -3.406 1.788 -0.136
N -2.377 -4.841 1.916 -0.084
C -1.199 -5.324 2.659 -0.097
H 0.213 -5.372 -3.653 0.067
H -5.061 -7.081 0.131 0.061
H -4.246 -8.337 -0.866 0.099
H -3.797 -8.058 0.808 0.080
H -0.213 -2.699 -0.360 0.108
H 0.390 -1.026 0.760 -0.103
H -3.421 -1.250 -1.738 0.112
H -4.405 0.938 -0.883 -0.104
H -4.415 -1.541 0.282 0.157
H -3.773 -0.488 1.905 0.078
H -3.114 -2.996 2.527 0.139
H -1.464 -2.982 1.976 0.127
H -3.221 -5.161 2.360 0.114
H -1.511 -6.107 3.335 0.085
H -0.688 -4.544 3.212 0.080
H -0.493 -5.786 1.978 0.038
C -7.767 3.313 1.483 -0.042
C -6.599 2.324 1.336 -0.437
C -6.320 1.358 2.488 -0.270
F -6.001 1.979 3.626 0.126
F -5.240 0.585 2.126 0.048
F -5.470 2.986 1.010 0.128
F -6.906 1.517 0.274 0.090
O -7.479 4.634 1.885 0.054
C -7.373 4.990 3.210 -0.543
C -5.959 5.459 3.567 -0.285
F -5.050 4.507 3.271 0.098
F -5.905 5.702 4.892 0.110
F -7.798 4.006 4.025 0.152
F -8.187 6.044 3.400 0.158
H -8.147 3.431 0.470 0.153
H -8.585 2.882 2.062 0.150
H -7.171 0.697 2.664 0.178
H -5.715 6.369 3.017 0.178
C -7.208 -2.810 -7.240 -0.036
C -7.264 -1.357 -6.741 -0.448
C -6.196 -0.889 -5.753 -0.305
F -6.213 -1.591 -4.596 0.083
F -6.428 0.406 -5.445 0.100
F -8.492 -1.090 -6.253 0.139
F -7.086 -0.575 -7.840 0.111
O -8.059 -3.761 -6.628 0.053
C -7.736 -4.455 -5.493 -0.546
C -8.665 -4.086 -4.334 -0.281
F -8.622 -2.764 -4.081 0.100
F -8.283 -4.745 -3.212 0.085
F -6.435 -4.330 -5.156 0.142
F -7.950 -5.760 -5.756 0.151
H -7.585 -2.757 -8.259 0.152
H -6.182 -3.172 -7.318 0.148
H -5.206 -0.968 -6.205 0.170
H -9.691 -4.367 -4.574 0.178
C 4.984 -3.336 -0.534 -0.034
C 3.712 -4.201 -0.579 -0.438
C 2.374 -3.496 -0.804 -0.284
F 2.075 -2.605 0.168 0.066
F 1.374 -4.418 -0.796 0.075
F 3.639 -4.976 0.521 0.141
F 3.847 -5.032 -1.651 0.111
O 5.502 -2.974 0.731 0.060
C 5.056 -1.872 1.419 -0.537
C 4.374 -2.254 2.737 -0.265
F 3.348 -3.107 2.520 0.094
F 3.878 -1.140 3.313 0.099
F 4.268 -1.090 0.654 0.135
F 6.137 -1.143 1.747 0.163
H 5.758 -3.974 -0.956 0.154
H 4.908 -2.477 -1.200 0.146
H 2.361 -2.980 -1.768 0.172
H 5.093 -2.727 3.408 0.181
C 2.115 3.288 -2.436 -0.033
C 3.280 2.294 -2.564 -0.439
C 3.559 1.370 -1.380 -0.303
F 3.867 2.059 -0.260 0.088
F 4.619 0.577 -1.667 0.092
F 4.405 2.953 -2.911 0.142
F 2.961 1.466 -3.599 0.107
O 2.409 4.624 -2.063 0.061
C 2.520 5.010 -0.756 -0.538
C 3.936 5.480 -0.405 -0.270
F 4.848 4.525 -0.670 0.092
F 3.987 5.752 0.921 0.099
F 2.088 4.050 0.091 0.127
F 1.714 6.075 -0.584 0.159
H 1.727 3.385 -3.448 0.153
H 1.299 2.874 -1.841 0.141
H 2.698 0.727 -1.172 0.155
H 4.185 6.378 -0.974 0.181
C 4.103 2.250 3.298 -0.056
C 2.711 1.610 3.200 -0.426
C 1.522 2.529 2.936 -0.299
F 1.336 3.435 3.910 0.113
F 0.399 1.769 2.847 0.074
F 2.472 0.836 4.280 0.131
F 2.758 0.773 2.115 0.067
O 4.642 2.511 4.580 0.059
C 4.371 3.662 5.270 -0.542
C 3.609 3.390 6.571 -0.285
F 2.461 2.726 6.329 0.101
F 3.304 4.570 7.153 0.104
F 3.748 4.576 4.503 0.154
F 5.559 4.195 5.631 0.144
H 4.775 1.501 2.889 0.132
H 4.189 3.115 2.642 0.135
H 1.652 3.047 1.984 0.151
H 4.227 2.798 7.248 0.176
C 7.686 3.851 0.574 -0.044
C 7.885 3.158 1.933 -0.422
C 8.538 3.955 3.066 -0.304
F 9.787 4.341 2.749 0.104
F 8.610 3.162 4.159 0.100
F 8.523 1.985 1.756 0.140
F 6.626 2.865 2.387 0.087
O 8.624 3.605 -0.456 0.054
C 9.785 4.327 -0.580 -0.545
C 11.029 3.454 -0.381 -0.288
F 11.001 2.840 0.816 0.103
F 12.124 4.242 -0.434 0.105
F 9.793 5.406 0.221 0.155
F 9.833 4.776 -1.851 0.146
H 6.765 3.420 0.183 0.129
H 7.489 4.916 0.695 0.147
H 7.937 4.835 3.313 0.175
H 11.084 2.699 -1.168 0.175
```


- Among the records above, which one has the lowest HOMO-LUMO gap?
  C43H39N2OPS4W